Below is 14 unconnected molecules or ions with the total composition C36H52BCl39O4 at a distorted geometry, with properties calculated with ωB97M-V/def2-TZVPD.

Each line ends with the Löwdin charge.
Atoms and positions in Å:
C  4.7505  -2.3711  -1.8627  -0.13
C  5.3392  -0.9721  -2.0532  -0.27
C  4.6443  -0.1081  -3.1166  -0.20
C  3.0979  -0.1891  -3.1124  -0.21
C  2.4655  1.1748  -3.4856  -0.20
C  2.0112  1.9532  -2.2386  -0.19
C  0.8931  2.9749  -2.5418  -0.18
C  -0.4578  2.5056  -1.9564  -0.19
C  -1.4286  3.6566  -1.6499  -0.19
C  -2.4506  3.2397  -0.5613  -0.21
C  -3.8958  3.2275  -1.0822  -0.20
C  -4.1138  1.9396  -1.9061  -0.19
C  -4.1318  0.7141  -0.9795  -0.20
C  -4.8926  -0.5019  -1.5511  -0.10
C  -4.2080  -1.8487  -1.3514  -0.39
C  -5.0671  -2.9098  -2.0956  0.02
B  -4.8016  -2.9343  -3.6562  -0.65
O  -5.5748  -2.1385  -4.5177  0.09
O  -3.8583  -3.7423  -4.2116  0.19
O  -4.2364  -2.2557  0.0417  -0.01
C  -3.2943  -1.6987  0.8278  -0.34
O  -2.3431  -2.2844  1.2596  0.06
C  -2.8082  -1.9377  -1.9383  -0.16
C  -2.0429  -3.0713  -1.6856  -0.02
C  -0.7776  -3.2110  -2.2134  -0.05
C  -0.2389  -2.2347  -3.0389  -0.07
C  -0.9947  -1.1076  -3.3026  -0.06
C  -2.2597  -0.9603  -2.7543  -0.02
H  4.9748  -3.0157  -2.7086  0.08
H  3.6842  -2.3534  -1.6572  0.05
H  5.2192  -2.8196  -0.9850  0.02
H  5.4061  -0.4511  -1.1000  0.10
H  6.3699  -1.1222  -2.3844  0.07
H  4.9941  -0.3812  -4.1114  0.11
H  4.9269  0.9293  -2.9330  0.10
H  2.7540  -0.5024  -2.1318  0.07
H  2.8103  -0.8977  -3.8870  0.10
H  1.6389  1.0338  -4.1810  0.09
H  3.2327  1.7683  -3.9822  0.10
H  2.8635  2.4840  -1.8142  0.11
H  1.6782  1.2318  -1.4940  0.07
H  0.7763  3.0659  -3.6195  0.11
H  1.1394  3.9311  -2.0860  0.08
H  -0.2491  1.9424  -1.0498  0.09
H  -0.9440  1.8552  -2.6865  0.09
H  -0.8736  4.5313  -1.3189  0.04
H  -2.0042  3.9118  -2.5386  0.11
H  -2.1838  2.2901  -0.1039  0.06
H  -2.4045  3.9846  0.2353  0.06
H  -4.0027  4.0889  -1.7394  0.11
H  -4.6257  3.2340  -0.2741  0.11
H  -3.2639  1.8991  -2.5900  0.09
H  -5.0270  1.9927  -2.5004  0.11
H  -3.0940  0.4465  -0.7903  0.09
H  -4.5601  1.0381  -0.0306  0.11
H  -5.1506  -0.3128  -2.5900  0.12
H  -5.8427  -0.5749  -1.0207  0.13
H  -4.8401  -3.8957  -1.6956  0.09
H  -6.1143  -2.6439  -1.9503  0.12
H  -5.0124  -1.4577  -4.9153  0.01
H  -3.8270  -3.6178  -5.1677  0.09
H  -3.4779  -0.6483  1.1045  0.13
H  -2.4246  -3.8584  -1.0504  0.12
H  -0.1922  -4.0939  -1.9972  0.11
H  0.7410  -2.3339  -3.4821  0.10
H  -0.6169  -0.3302  -3.9535  0.10
H  -2.8206  -0.0719  -3.0058  0.10
C  -5.3802  -1.1670  -8.1968  -1.53
Cl  -5.3672  -0.3136  -9.7358  0.54
Cl  -4.0867  -2.3674  -8.1299  0.54
Cl  -5.2414  -0.0324  -6.8509  0.58
H  -6.3255  -1.6842  -8.1007  0.02
C  -0.3590  7.2043  0.3665  -1.53
Cl  -0.4196  7.9796  -1.2167  0.54
Cl  -1.9659  6.7008  0.8831  0.53
Cl  0.7438  5.8253  0.3520  0.55
H  0.0176  7.9239  1.0814  0.01
C  -5.3211  -5.3284  2.0328  -1.55
Cl  -6.0380  -6.6292  2.9861  0.53
Cl  -4.8216  -5.9222  0.4477  0.55
Cl  -6.4383  -3.9723  1.8820  0.54
H  -4.4389  -4.9776  2.5521  -0.03
C  8.5766  -1.9361  0.3508  -1.51
Cl  7.9064  -3.0940  -0.7961  0.56
Cl  9.1141  -0.4733  -0.4852  0.56
Cl  7.3988  -1.5467  1.6008  0.49
H  9.4381  -2.3883  0.8246  0.02
C  -2.1454  5.3717  5.0564  -1.53
Cl  -0.8537  5.7424  3.9208  0.52
Cl  -1.9865  6.3379  6.5288  0.54
Cl  -3.7260  5.6231  4.3129  0.52
H  -2.0647  4.3280  5.3298  0.01
C  8.7483  -6.5220  -3.3742  -1.56
Cl  8.3813  -5.3624  -4.6514  0.52
Cl  10.0502  -5.9269  -2.3447  0.51
Cl  7.3085  -6.8727  -2.4163  0.52
H  9.0780  -7.4418  -3.8380  0.01
C  -2.0617  -2.1959  4.4191  -1.54
Cl  -0.3913  -2.2877  4.9879  0.55
Cl  -2.9068  -3.7180  4.7150  0.55
Cl  -2.9099  -0.8513  5.1901  0.52
H  -2.0417  -2.0217  3.3502  -0.04
C  12.0391  1.7645  0.3646  -1.57
Cl  12.0387  2.8841  -0.9983  0.52
Cl  13.3131  0.5573  0.1846  0.52
Cl  12.2085  2.6327  1.8909  0.52
H  11.0891  1.2484  0.3752  -0.05
C  5.3206  0.0742  4.5189  -1.55
Cl  4.6225  -1.0715  3.3734  0.48
Cl  5.8521  1.5353  3.6851  0.53
Cl  4.1567  0.4673  5.7840  0.53
H  6.1860  -0.3850  4.9796  0.01
C  -5.4710  6.2818  8.3087  -1.55
Cl  -5.0556  5.5946  9.8792  0.53
Cl  -6.4546  5.1536  7.3766  0.50
Cl  -6.3010  7.8264  8.5014  0.53
H  -4.5536  6.4566  7.7620  -0.05
C  6.2947  -5.2056  3.7583  -1.53
Cl  6.0915  -3.7950  4.8052  0.51
Cl  4.7734  -6.0813  3.5971  0.54
Cl  6.9121  -4.7293  2.1779  0.51
H  7.0166  -5.8650  4.2208  0.01
C  0.8921  0.1102  2.1874  -1.53
Cl  1.7268  1.5625  2.7379  0.53
Cl  -0.7614  0.4826  1.7000  0.59
Cl  1.7657  -0.6520  0.8616  0.55
H  0.8548  -0.5918  3.0109  -0.03
C  -8.6096  2.1308  8.4578  -1.57
Cl  -6.9087  1.8695  8.8475  0.51
Cl  -9.5653  0.6991  8.8449  0.52
Cl  -9.2377  3.5480  9.2999  0.51
H  -8.6885  2.3089  7.3937  0.01

Cartesian forces, eV/Å:
0.3084 0.2340 0.5761
0.1791 -0.4084 -0.6544
-0.4470 -0.1199 0.5894
0.6387 0.8372 -0.7333
0.3506 -0.3119 0.7480
-0.0986 0.1934 -0.6864
-0.3019 -0.8137 0.6197
0.2470 0.8084 -0.5377
-0.2933 -1.0077 0.4617
-0.3090 1.1037 0.2035
0.5164 -0.9687 -0.5436
0.0376 0.4915 0.5050
0.0787 0.1871 -0.5712
0.1872 0.6567 1.0249
-0.6700 -0.4858 -1.7456
0.1827 0.0994 -0.1956
-0.3251 0.1974 -0.3178
0.4594 0.3171 0.5334
0.1094 -0.0819 0.1449
0.5147 -0.0392 0.0282
0.1936 0.3452 0.4470
-0.3519 -0.3622 0.0812
0.3477 0.0081 0.5303
0.0367 -0.1688 0.2348
0.3774 -0.1446 -0.1905
-0.1947 0.2140 0.0049
0.0170 0.0511 -0.2137
-0.2239 0.1197 -0.1802
-0.1921 -0.0693 -0.1935
-0.1724 -0.0605 -0.1828
-0.0740 -0.1145 -0.0636
-0.2356 0.1032 0.1395
0.1197 0.1702 0.1523
0.1390 0.0486 -0.0688
0.1427 0.0722 -0.1208
-0.2825 -0.1787 0.0116
-0.1890 -0.4066 0.3060
-0.1639 0.0414 0.0278
-0.1354 0.0688 -0.3848
0.1497 -0.1222 0.0990
-0.1217 0.0634 0.1370
0.1764 0.4434 -0.1124
0.0243 0.2219 -0.2222
-0.1427 -0.1023 0.1225
0.0431 -0.3930 0.2131
-0.0519 0.0491 -0.1015
0.2082 0.2434 -0.2359
0.0348 -0.1061 -0.0366
0.0737 -0.0923 0.1511
-0.3489 0.2153 0.1815
-0.0650 0.3249 0.0676
-0.1248 -0.2612 -0.2849
-0.0974 0.0202 0.0080
0.0716 -0.0595 0.1579
-0.0922 -0.1577 0.1299
0.1569 -0.2888 -0.2059
-0.1431 -0.0800 -0.1092
-0.0947 -0.0151 0.2259
-0.1298 -0.2986 0.2344
-0.3275 -0.2060 -0.3153
0.0064 -0.1136 0.0007
-0.1052 -0.0505 -0.1052
-0.1175 0.0248 0.0721
-0.0540 -0.0917 0.0632
0.1011 -0.1032 0.0731
0.0863 0.0242 -0.0040
-0.0333 0.0226 0.0386
0.0442 -0.0570 -0.0099
-0.0083 -0.0172 0.0333
-0.0072 -0.0167 0.0122
0.0210 0.2401 -0.0966
0.0028 -0.0092 0.0268
-0.0332 -0.0564 -0.0436
0.0235 -0.0107 0.0205
-0.1034 0.1277 -0.1495
0.1225 0.0585 0.1262
-0.0102 0.0121 -0.0024
-0.0026 0.0304 -0.0257
0.0179 0.0096 0.0195
0.0067 0.0016 0.0121
0.0012 -0.0322 0.0146
0.0195 0.0177 -0.0181
-0.0387 0.0005 0.0609
0.2141 -0.0817 0.0353
0.0076 0.0055 -0.0535
0.0530 0.2812 -0.1211
0.0180 0.0113 -0.0185
-0.0123 0.0427 -0.0638
0.1023 -0.0960 0.1690
0.0036 -0.0194 0.0184
-0.0145 -0.0106 0.0283
-0.0015 -0.0014 0.0165
-0.0517 0.0832 0.0446
0.0057 -0.0116 -0.0041
0.0404 -0.0275 -0.0075
0.0035 -0.0042 -0.0023
-0.0009 -0.0054 -0.0008
-0.0103 0.0582 0.0009
0.0258 0.0038 -0.0082
0.0072 0.0079 -0.0038
0.0121 -0.0246 -0.0501
0.0123 -0.0272 -0.0126
0.0603 0.0490 0.0094
-0.0214 -0.0187 0.0003
-0.0273 -0.0176 -0.0011
-0.0162 -0.0139 -0.0051
-0.0076 -0.0117 0.0185
-0.1333 0.0709 -0.1129
-0.1063 0.1073 -0.0257
0.0442 -0.0141 0.0101
0.0249 -0.0247 0.0587
-0.0071 -0.0150 0.0002
-0.0492 0.0020 0.0544
0.0260 -0.0076 -0.0212
0.0411 0.0505 -0.1019
0.0207 -0.0010 -0.0188
-0.0053 -0.0038 -0.0090
-0.0425 0.0291 -0.0403
0.0932 -0.1521 0.0656
0.0143 -0.0047 0.0170
-0.0453 -0.2628 0.0459
0.0023 0.0022 0.0101
0.0967 -0.0241 -0.0198
0.0024 0.0183 0.0133
-0.0433 0.1208 0.0719
0.0430 -0.0672 -0.0568
-0.0328 0.0147 0.0113
0.0202 0.0028 0.1146
-0.0227 -0.0305 -0.0055
-0.0078 0.0001 -0.0355
-0.0003 -0.0204 -0.0182
0.0026 0.0022 -0.0047

Calculated values
total energy	-535418.489	eV
orbital gap	9.37	eV